Entry from OMol25: a 5-piece molecular cluster, C35H60ClF4N3O13PS5Si overall in a non-equilibrium geometry (wB97M-V/def2-TZVPD).

LUMO energy, eV: -5.1
Total charge: +1
E_HOMO, Ha: -0.387

Geometry (Å):
C  3.08  4.54  -3.23
C  3.01  3.36  -2.09
N  1.75  2.58  -2.40
C  1.68  1.47  -1.37
C  0.77  2.02  -0.18
O  0.50  1.12  0.92
C  0.84  -0.27  0.67
N  -0.14  -1.03  1.56
C  -0.22  -2.45  1.22
O  0.49  -3.31  1.80
F  -1.15  -3.01  0.25
C  -1.44  -0.35  1.62
O  -2.24  -0.16  0.68
F  -1.88  0.10  2.92
C  2.29  -0.50  1.35
F  2.02  -0.72  2.77
F  3.14  0.68  1.33
C  3.12  -1.77  0.86
C  4.45  -1.38  -0.02
Si  6.06  -1.28  1.02
C  5.81  -0.95  2.89
C  6.99  -2.96  0.72
C  7.06  0.23  0.33
C  7.74  1.32  1.24
C  8.48  2.50  0.49
C  8.53  2.60  -1.08
C  7.87  1.50  -1.98
C  7.14  0.32  -1.26
C  0.67  -0.77  -0.84
N  1.15  0.18  -1.92
Cl  2.52  -0.62  -2.71
P  -0.10  0.32  -3.19
O  -0.52  -1.31  -3.60
O  0.49  0.98  -4.67
S  -1.74  1.17  -2.63
H  1.98  4.74  -3.53
H  3.64  4.17  -4.17
H  3.53  5.52  -2.81
H  2.97  3.84  -1.05
H  3.96  2.72  -2.21
H  0.91  3.18  -2.29
H  2.79  1.28  -1.09
H  1.33  2.93  0.27
H  -0.25  2.44  -0.53
H  2.52  -2.60  0.35
H  3.56  -2.26  1.82
H  4.33  -0.39  -0.59
H  4.61  -2.20  -0.82
H  5.18  -1.76  3.42
H  5.27  0.07  2.98
H  6.81  -0.86  3.46
H  8.12  -2.88  0.89
H  6.59  -3.75  1.46
H  6.76  -3.39  -0.33
H  7.69  1.25  2.39
H  8.95  3.32  1.15
H  9.04  3.47  -1.61
H  7.86  1.53  -3.11
H  6.63  -0.50  -1.90
H  1.12  -1.80  -1.08
H  -0.48  -0.89  -1.02
H  0.06  -1.60  -4.35
H  1.46  1.18  -4.59
C  -3.52  -3.75  3.10
C  -3.88  -2.41  2.47
C  -5.40  -2.26  2.52
S  -5.95  -3.22  3.93
O  -6.74  -4.33  3.45
O  -6.41  -2.32  4.96
C  -4.34  -3.84  4.39
H  -2.45  -3.84  3.30
H  -3.81  -4.57  2.42
H  -3.41  -1.60  3.05
H  -3.51  -2.33  1.44
H  -5.70  -1.22  2.65
H  -5.87  -2.68  1.63
H  -4.42  -4.85  4.78
H  -3.93  -3.17  5.15
C  -9.52  -3.96  5.51
C  -9.51  -4.47  6.95
C  -10.55  -5.59  7.05
S  -10.67  -6.31  5.41
O  -11.99  -6.05  4.89
O  -10.10  -7.64  5.44
C  -9.51  -5.20  4.63
H  -8.66  -3.32  5.30
H  -10.43  -3.38  5.33
H  -8.51  -4.87  7.18
H  -9.71  -3.68  7.66
H  -10.25  -6.36  7.76
H  -11.53  -5.20  7.31
H  -9.82  -5.01  3.60
H  -8.53  -5.68  4.63
C  -7.70  0.27  -3.17
C  -6.44  -0.60  -3.08
C  -5.34  0.10  -3.89
S  -5.72  1.85  -3.83
O  -6.05  2.29  -5.17
O  -4.73  2.53  -3.02
C  -7.23  1.70  -2.90
H  -8.46  -0.04  -2.45
H  -8.13  0.20  -4.17
H  -6.13  -0.68  -2.03
H  -6.62  -1.61  -3.45
H  -4.36  -0.07  -3.46
H  -5.35  -0.21  -4.93
H  -7.95  2.45  -3.23
H  -6.99  1.84  -1.85
C  8.28  7.06  -4.08
C  7.03  6.95  -4.95
C  6.55  5.50  -4.86
S  7.09  4.88  -3.27
O  8.06  3.84  -3.49
O  5.94  4.70  -2.42
C  7.95  6.36  -2.77
H  8.57  8.11  -3.92
H  9.12  6.56  -4.58
H  6.25  7.62  -4.56
H  7.22  7.24  -5.99
H  5.46  5.43  -4.93
H  7.00  4.88  -5.64
H  8.83  6.10  -2.19
H  7.26  6.96  -2.17

These are the Löwdin partial charges, in e, on atoms 1 to 99:
1 C -0.09
2 C -0.23
3 N -0.04
4 C -0.34
5 C -0.09
6 O -0.05
7 C -0.24
8 N 0.13
9 C -0.29
10 O 0.15
11 F 0.05
12 C -0.29
13 O 0.14
14 F 0.07
15 C -0.25
16 F 0.03
17 F 0.03
18 C -0.11
19 C -0.27
20 Si 0.55
21 C -0.21
22 C -0.20
23 C -0.23
24 C -0.06
25 C -0.05
26 C -0.06
27 C -0.06
28 C -0.08
29 C -0.10
30 N -0.58
31 Cl 0.88
32 P 0.35
33 O -0.22
34 O -0.21
35 S 0.50
36 H 0.08
37 H 0.08
38 H 0.08
39 H 0.13
40 H 0.13
41 H 0.12
42 H 0.14
43 H 0.17
44 H 0.13
45 H 0.11
46 H 0.12
47 H 0.03
48 H 0.08
49 H 0.05
50 H 0.05
51 H 0.05
52 H 0.05
53 H 0.04
54 H 0.04
55 H 0.09
56 H 0.09
57 H 0.07
58 H 0.08
59 H 0.08
60 H 0.13
61 H 0.12
62 H 0.09
63 H 0.06
64 C -0.21
65 C -0.23
66 C -0.21
67 S 0.68
68 O -0.31
69 O -0.32
70 C -0.22
71 H 0.11
72 H 0.13
73 H 0.10
74 H 0.10
75 H 0.11
76 H 0.11
77 H 0.11
78 H 0.11
79 C -0.22
80 C -0.21
81 C -0.23
82 S 0.67
83 O -0.32
84 O -0.33
85 C -0.25
86 H 0.08
87 H 0.12
88 H 0.12
89 H 0.12
90 H 0.10
91 H 0.11
92 H 0.11
93 H 0.09
94 C -0.22
95 C -0.22
96 C -0.23
97 S 0.66
98 O -0.31
99 O -0.37